Entry 1:
32
Properties=species:S:1:pos:R:3:lowdin_charge:R:1 method="wB97M-V/def2-TZVPD" de_lowest_ev=0.0000 e_lumo_ev=-9.96 gap_ha=0.186 charge=+2
Pt 0.2886 0.1084 0.0583 0.588
Se 2.6323 -0.2870 -0.0613 0.242
Se 4.0901 1.4283 0.0993 0.151
Te 2.7321 3.3833 0.4198 0.747
Se 0.5049 2.4863 0.3820 0.202
O -5.3632 5.6145 -0.1823 0.159
C -5.7332 4.3426 -0.0145 -0.466
O -6.8813 4.0469 0.1305 0.161
C -4.6588 3.2746 -0.0115 -0.087
C -3.3096 3.4899 -0.2291 0.012
C -2.4169 2.4279 -0.2042 -0.104
C -2.8419 1.1318 0.0352 -0.219
C -4.2127 0.9127 0.2439 0.016
C -5.0947 1.9708 0.2214 0.033
N -1.8587 0.0651 0.0386 -0.031
C -2.2818 -1.1481 0.0218 -0.034
C -1.3651 -2.2673 -0.0112 -0.232
C -1.8181 -3.5734 -0.0440 0.047
C -0.8914 -4.6062 -0.0871 0.021
C 0.4511 -4.2764 -0.0958 0.015
C 0.8293 -2.9436 -0.0618 -0.118
N -0.0532 -1.9444 -0.0214 -0.088
H -4.4112 5.7235 -0.2732 0.099
H -2.9102 4.4745 -0.4364 0.123
H -1.3752 2.6361 -0.4211 -0.085
H -4.6373 -0.0562 0.4456 0.113
H -6.1510 1.8083 0.3874 0.140
H -3.3333 -1.3833 0.0030 0.135
H -2.8812 -3.7707 -0.0369 0.140
H -1.2125 -5.6383 -0.1136 0.138
H 1.2194 -5.0356 -0.1284 0.135
H 1.8827 -2.7024 -0.0661 0.047


Entry 2:
31
Properties=species:S:1:pos:R:3:lowdin_charge:R:1 method="wB97M-V/def2-TZVPD" de_lowest_ev=2.1739 e_lumo_ev=-8.73 gap_ha=0.224 charge=+2
Sr 0.0276 -0.0246 0.4357 1.095
O -0.0103 3.5068 0.2459 0.180
C 0.0037 2.3521 0.1098 -0.039
C -0.0156 -2.3562 0.1007 -0.054
O 0.0042 -3.5147 0.2339 0.178
C 2.3512 0.0242 -0.0830 -0.047
O 3.4991 0.0089 -0.0098 0.185
C -2.3473 -0.0088 -0.0602 -0.024
O -3.4966 -0.0029 -0.0014 0.183
C -0.0015 0.6838 -2.4059 -0.104
H -0.9402 1.2698 -2.3855 0.084
H 0.9348 1.2731 -2.3869 0.083
C 0.0015 -0.6842 -2.4035 -0.112
H 0.9408 -1.2703 -2.3856 0.082
H -0.9353 -1.2730 -2.3860 0.083
N 2.4636 -2.3317 2.1324 0.140
C 1.7507 -1.5219 2.9145 -0.635
N 0.8351 -0.6327 2.4729 -0.169
C 0.2395 0.1023 3.5520 -0.304
C -0.7480 1.1040 3.4382 -0.041
C -1.1993 1.7261 4.6264 -0.041
C -0.6964 1.3603 5.8809 -0.037
C 0.2831 0.3554 5.9960 -0.032
C 0.7449 -0.2700 4.8145 -0.409
S 1.9892 -1.5730 4.6857 1.136
H 3.1138 -2.9513 2.5726 0.125
H 2.3808 -2.3392 1.1431 0.067
H -1.1343 1.3868 2.4491 0.064
H -1.9489 2.4938 4.5407 0.115
H -1.0533 1.8438 6.7731 0.119
H 0.7015 0.0394 6.9519 0.126


Entry 3:
36
Properties=species:S:1:pos:R:3:lowdin_charge:R:1 method="wB97M-V/def2-TZVPD" de_lowest_ev=0.3321 e_lumo_ev=2.69 gap_ha=0.306 charge=-1
Pt 0.0476 0.3503 0.1629 1.220
O 0.8670 -5.7524 -2.7925 0.044
C 0.6927 -4.5165 -2.2325 -0.292
C 0.1731 -3.4523 -2.9693 0.061
C 0.0353 -2.2441 -2.3054 -0.180
N 0.3818 -2.1138 -1.0539 0.094
C 0.8683 -3.1022 -0.3486 -0.173
C 1.0529 -4.3612 -0.8945 0.073
C 1.1536 -2.6042 1.0531 -0.580
O 1.6391 -3.3495 1.8961 0.030
O 0.8374 -1.3713 1.2331 -0.223
C -0.4975 -0.9211 -2.8117 -0.582
O -0.8421 -0.7951 -3.9823 0.026
O -0.5008 0.0036 -1.9210 -0.219
H 0.5777 -5.7152 -3.7098 0.098
H -0.1161 -3.5548 -4.0088 0.120
H 1.4549 -5.1839 -0.3205 0.125
B -1.2896 3.0554 1.8956 -0.422
N -1.1361 3.0843 0.3509 -0.068
C -1.5528 4.1195 -0.3831 -0.102
C -1.2877 3.8646 -1.7139 -0.056
C -0.6953 2.6081 -1.7160 -0.127
N -0.6161 2.1462 -0.4632 -0.125
N -0.2233 2.1302 2.5422 -0.068
C 0.1858 2.2973 3.8027 -0.102
C 1.1289 1.3344 4.1023 -0.056
C 1.2439 0.5855 2.9379 -0.126
N 0.4142 1.0712 2.0077 -0.125
H -1.0301 4.1758 2.2752 0.067
H -2.4102 2.7298 2.2207 0.061
H -1.9943 4.9715 0.1052 0.116
H -1.4925 4.4910 -2.5637 0.087
H -0.3520 2.0029 -2.5317 0.101
H -0.2177 3.1059 4.3879 0.116
H 1.6597 1.1893 5.0262 0.087
H 1.8402 -0.2791 2.7224 0.101


Entry 4:
28
Properties=species:S:1:pos:R:3:lowdin_charge:R:1 method="wB97M-V/def2-TZVPD" de_lowest_ev=1.1282 e_lumo_ev=-1.41 gap_ha=0.318 smiles="O=C1C(=O)[C@@H](CCCCl)C(=O)c2ccccc21"
O -3.3872 -0.4702 0.4044 0.116
C -2.1557 -0.4565 0.1834 -0.240
C -1.3053 0.7389 0.2451 -0.209
O -1.8428 1.7978 0.5501 0.145
C 0.2383 0.6989 -0.1092 -0.123
C 1.1415 1.7740 0.4508 -0.168
C 0.9435 3.1460 -0.2153 -0.286
C 1.8401 4.1968 0.3042 -0.543
Cl 3.6037 3.6950 0.2474 0.510
C 0.6931 -0.6539 0.4568 -0.279
O 1.8917 -0.9011 0.5252 0.106
C -0.1336 -1.8372 0.2328 -0.091
C 0.4073 -3.1447 0.0627 0.028
C -0.3878 -4.1395 -0.4903 -0.058
C -1.7110 -3.9551 -0.7949 -0.083
C -2.2844 -2.8097 -0.4635 -0.003
C -1.4984 -1.7662 0.0741 -0.095
H 0.3796 0.5571 -1.2012 0.188
H 2.2082 1.5132 0.2883 0.093
H 0.9598 1.9277 1.5009 0.131
H 1.0882 3.0776 -1.2422 0.098
H -0.0267 3.4450 0.0228 0.090
H 1.7115 4.3058 1.4013 0.073
H 1.7669 5.2648 -0.1660 0.115
H 1.4814 -3.4232 0.1504 0.134
H -0.0418 -5.1392 -0.5747 0.103
H -2.1990 -4.7803 -1.1966 0.099
H -3.3812 -2.6618 -0.6468 0.147